DFT (ωB97M-V with the def2-TZVPD basis set) results for a cluster of 6 separate species, C5H23O6 in total at a distorted geometry.

Bonds (Å) are listed after each position.
Geometry (Å):
1 O -0.440 0.134 -0.335  H2 0.936, H3 0.907, H4 0.999
2 H 0.319 0.679 -0.399  O1 0.936
3 H -0.367 -0.048 0.551  O1 0.907
4 H -0.364 -0.540 -1.067  O1 0.999
5 C -0.793 -3.480 -1.208  O6 1.383, H7 1.118, H8 1.067, H9 1.166
6 O -1.386 -2.244 -1.393  C5 1.383, H10 0.998
7 H -1.092 -3.975 -2.164  C5 1.118
8 H -1.110 -4.049 -0.363  C5 1.067
9 H 0.359 -3.412 -1.035  C5 1.166
10 H -1.733 -2.171 -2.326  O6 0.998
11 C -1.362 3.569 1.732  O12 1.403, H13 1.149, H14 1.129, H15 1.139
12 O -1.345 2.214 1.367  C11 1.403, H16 1.014
13 H -1.356 3.935 2.820  C11 1.149
14 H -1.762 4.057 0.796  C11 1.129
15 H -0.233 3.590 1.583  C11 1.139
16 H -2.299 2.011 1.643  O12 1.014
17 C -0.380 -0.457 3.178  O18 1.403, H19 0.999, H20 1.033, H21 1.097
18 O -0.221 -1.149 1.968  C17 1.403, H22 0.941
19 H -1.308 -0.353 3.533  C17 0.999
20 H -0.050 0.509 3.338  C17 1.033
21 H 0.235 -1.001 3.905  C17 1.097
22 H 0.287 -1.934 2.071  O18 0.941
23 C 2.390 0.945 0.832  O24 1.419, H25 1.154, H26 0.986, H27 1.113
24 O 1.920 1.637 -0.315  C23 1.419, H28 0.917
25 H 2.904 0.038 0.337  C23 1.154
26 H 1.699 0.817 1.523  C23 0.986
27 H 3.338 1.390 1.208  C23 1.113
28 H 1.997 2.548 -0.239  O24 0.917
29 C 0.095 -0.468 -3.762  O30 1.338, H31 1.062, H32 0.977, H33 0.901
30 O 0.893 -0.579 -2.694  C29 1.338, H34 0.814
31 H 0.394 -0.874 -4.697  C29 1.062
32 H -0.078 0.487 -3.874  C29 0.977
33 H -0.731 -0.823 -3.715  C29 0.901
34 H 1.579 -1.004 -2.798  O30 0.814

Summary:
- HOMO energy: -0.503 Eh
- Relative energy (zero: lowest compared OMol25 entry of this formula, charge and spin): 125.0 kcal per mole
- Total charge: +1
- Electronic energy: -17829.1620 eV

Atom charges from the natural (NBO) analysis, given in e for atoms 1 to 8: atom 1 (O): -0.778, atom 2 (H): 0.542, atom 3 (H): 0.550, atom 4 (H): 0.582, atom 5 (C): -0.242, atom 6 (O): -0.755, atom 7 (H): 0.186, atom 8 (H): 0.187